[1]
Molecular formula: C60H80Ge2N2O4PPbSi
Method: DFT, ωB97M-V with the def2-TZVPD basis set

- LUMO level (spin up / spin down) (eV) = 3.98 / 3.22
- net charge = -2
- orbital gap (spin up / spin down) (eV) = 5.93 / 5.53
- spin multiplicity = 2
- energy above the lowest of the compared OMol25 structures with the same formula, charge and spin (eV) = 0.000

Atoms and positions in Å:
H: 0.935 3.073 3.915
C: 3.054 0.009 -4.389
C: 0.835 4.234 -1.458
H: -1.889 -6.339 -1.789
H: 4.480 -1.953 7.592
H: 0.839 -4.027 -2.985
H: -2.827 3.105 2.427
O: -3.332 -0.021 1.469
H: -2.941 -1.768 -6.905
H: 2.652 2.944 0.581
C: -0.743 3.751 -6.251
N: -0.908 -1.974 -1.052
C: 2.792 0.756 6.396
H: 1.083 3.688 6.299
C: -1.116 5.696 -2.006
H: -1.215 -5.171 2.230
H: -3.607 3.778 -4.187
H: 1.326 5.079 -0.956
H: -1.622 4.755 -4.591
H: -1.954 1.023 2.067
C: 2.104 2.910 1.525
H: 1.358 -2.641 -2.032
O: -1.346 1.641 2.540
H: 0.906 -2.165 2.674
H: -3.483 2.306 -0.161
C: -2.970 -2.719 2.963
C: 4.337 -1.798 -2.127
C: 3.443 -0.118 7.306
C: -0.522 -2.017 -4.766
C: 0.104 1.545 -5.831
H: -0.777 6.530 -1.378
H: -1.220 -1.584 -7.270
C: -5.405 2.868 -0.899
C: 4.004 -0.922 1.183
C: -2.605 -1.016 -4.193
O: -5.284 -0.762 1.181
Si: -1.463 2.821 -2.198
H: -0.287 -0.603 4.188
H: 1.332 -3.882 4.424
C: -1.616 -7.378 0.740
Ge: 1.914 1.015 2.107
H: 2.638 3.498 2.273
C: -1.533 -4.269 -1.449
C: -1.204 -3.554 0.839
H: 4.284 -2.622 5.197
C: 2.067 1.283 4.093
H: -1.516 3.369 3.595
C: -0.301 1.643 -4.504
H: -2.193 4.490 0.202
H: -2.787 2.181 3.943
H: 1.179 4.207 -2.498
H: 4.613 2.255 -2.393
C: 3.262 -0.849 4.633
H: 3.169 -1.154 3.601
C: -2.031 -1.226 -6.633
H: 2.721 1.013 -4.655
H: -3.028 -0.689 3.774
H: -4.417 -1.696 4.199
C: -2.167 2.613 3.149
H: -2.869 -1.956 5.005
C: -4.094 3.545 -3.246
C: 0.073 -2.554 3.281
C: -3.352 -0.792 -1.799
H: -0.620 5.182 0.636
Ge: 3.475 -0.054 -2.476
C: 5.292 -1.373 0.921
H: -3.286 -4.872 2.701
H: -5.904 2.554 0.008
C: -1.664 -5.578 -1.046
H: 2.256 -0.690 -4.645
C: -6.129 3.372 -1.972
Pb: 0.034 0.008 -0.156
H: 7.005 1.411 1.794
H: -0.841 3.418 0.584
C: -1.209 -3.213 -0.547
C: -1.138 3.843 -4.922
H: 1.125 3.365 1.356
H: -2.197 -0.169 -6.853
C: -3.333 -1.699 4.050
H: 4.724 2.185 2.294
C: 3.768 0.357 1.692
H: 0.775 -4.587 2.903
C: 0.476 -3.957 3.741
H: 4.259 -2.451 -2.996
H: 5.754 1.024 -2.975
H: 7.384 -0.879 0.934
C: 3.878 -1.673 5.528
C: 4.871 1.183 1.902
C: -0.932 2.793 -4.018
C: 2.206 1.967 6.839
H: -3.649 -2.531 2.126
H: 2.280 2.232 7.889
C: -0.691 4.365 -1.380
H: -6.031 4.101 -3.991
H: 1.588 1.405 -1.902
C: -1.112 4.361 0.098
H: 3.944 -0.232 -4.977
H: 5.379 1.146 -1.242
H: -2.967 0.041 -1.213
H: -0.945 -8.037 0.181
H: 0.192 -2.353 -5.514
H: 5.395 -1.637 -1.907
H: -0.139 0.806 -3.828
C: 6.163 0.748 1.629
C: -1.299 -4.909 1.186
N: -4.557 0.235 1.231
C: -4.028 2.725 -1.001
C: -3.340 3.058 -2.173
C: 3.981 -1.299 6.887
C: 4.960 1.228 -2.250
C: 1.546 2.769 5.958
H: -1.370 -7.470 1.800
H: -4.262 -4.110 3.948
C: 1.023 -2.949 -3.023
H: -7.206 3.479 -1.901
H: 0.192 2.517 -7.745
C: -0.083 -1.634 4.494
H: -4.291 -0.480 -2.259
H: 1.171 3.313 -0.978
H: -2.633 -7.760 0.602
P: -1.370 -2.238 2.114
H: -1.666 -4.025 -2.495
H: -3.546 -0.558 -4.490
H: 0.590 0.643 -6.180
H: 0.827 -1.640 5.094
C: -5.471 3.713 -3.147
C: 1.475 2.418 4.591
C: 2.711 0.402 5.023
H: -2.205 5.769 -2.102
C: -0.120 2.596 -6.710
H: -0.921 4.579 -6.928
C: -1.705 -1.422 -5.174
H: 3.162 -1.583 0.987
C: -1.499 -5.943 0.287
H: 1.818 -2.764 -3.743
H: -0.674 5.833 -2.997
C: -2.349 -1.197 -2.841
C: -3.266 -4.125 3.491
C: 6.378 -0.536 1.143
H: 2.548 0.996 -0.493
H: 3.887 -2.308 -1.275
H: -2.561 -4.446 4.263
C: 2.025 0.561 -1.351
O: -0.991 1.514 -1.420
H: -0.896 -1.973 5.134
H: -0.333 -4.453 4.281
C: -0.225 -2.216 -3.415
H: 3.495 0.170 8.351
H: -3.551 -1.604 -1.098
C: -1.135 -1.793 -2.443
H: 5.451 -2.373 0.535

Here are the Löwdin charges for atoms 1 to 8, given in e:
1 H 0.082
2 C -0.222
3 C -0.099
4 H 0.104
5 H 0.091
6 H 0.082
7 H 0.069
8 O -0.268

***

[2]
Molecular formula: C5H9NO
Method: DFT, ωB97M-V with the def2-TZVPD basis set

- LUMO level (spin up / spin down) (eV) = 4.29 / 4.23
- net charge = -1
- orbital gap (spin up / spin down) (eV) = 4.09 / 7.42
- spin multiplicity = 2
- energy above the lowest of the compared OMol25 structures with the same formula, charge and spin (eV) = 0.965

Atoms and positions in Å:
H: 1.875 -0.274 -1.005
N: -1.032 -0.736 2.057
H: -0.095 -1.738 -0.552
C: -0.197 -0.669 -0.332
H: -1.951 -0.541 1.672
O: -0.656 2.054 0.416
H: -1.172 -0.370 -0.721
H: -0.362 0.706 -2.730
C: 0.667 0.492 -2.432
H: 0.588 1.606 2.083
H: 1.431 0.656 -3.170
H: 0.967 -0.525 1.479
C: 0.078 1.301 1.151
H: -0.958 -1.741 2.189
C: -0.016 -0.224 1.094
C: 0.831 0.005 -1.198

Here are the Löwdin charges for atoms 1 to 8, given in e:
1 H 0.091
2 N 0.003
3 H 0.101
4 C -0.219
5 H 0.046
6 O -0.217
7 H 0.104
8 H 0.043

***

[3]
Molecular formula: C4H10NO3S
Method: DFT, ωB97M-V with the def2-TZVPD basis set

- LUMO level (spin up / spin down) (eV) = -6.76 / -6.74
- net charge = +1
- orbital gap (spin up / spin down) (eV) = 7.36 / 7.39
- energy above the lowest of the compared OMol25 structures with the same formula, charge and spin (eV) = 2.292

Atoms and positions in Å:
N: -0.590 2.186 -0.569
H: -0.055 -3.045 1.798
O: -0.252 -1.852 -1.950
C: -0.073 -0.091 0.129
H: 1.149 -1.007 1.614
S: 0.111 -0.528 -1.764
H: -1.094 1.127 -1.652
H: 2.111 2.151 0.257
H: 0.320 -2.849 0.052
C: -0.329 -2.503 0.857
C: 0.386 1.417 0.245
O: 1.692 1.435 -0.274
H: -1.085 2.784 -0.021
H: 0.414 1.828 1.250
C: 0.160 -1.073 1.103
H: -1.441 -2.644 0.686
H: -0.534 -0.535 1.935
H: -0.028 2.693 -1.318
O: -0.862 0.508 -2.377

Here are the Löwdin charges for atoms 1 to 8, given in e:
1 N 0.081
2 H 0.102
3 O -0.315
4 C -0.073
5 H 0.173
6 S 1.005
7 H 0.003
8 H 0.143

***

[4]
Molecular formula: C22H24Br33N3O4S2
Method: DFT, ωB97M-V with the def2-TZVPD basis set

- LUMO level (eV) = -1.03
- orbital gap (eV) = 7.71

Atoms and positions in Å:
Br: 1.190 -2.781 -7.391
H: 1.644 -4.960 1.476
Br: -3.164 -2.045 -1.824
C: 0.918 -0.575 2.417
H: -6.440 -1.820 7.570
Br: -8.368 -0.280 7.601
Br: 0.801 3.474 -4.766
C: 0.954 5.941 3.806
O: 3.511 -3.675 1.374
Br: -0.725 6.211 2.923
H: 0.794 5.228 4.602
H: 4.242 -3.032 4.154
Br: -6.257 -0.962 9.876
Br: -0.535 -1.148 -11.153
C: 4.777 -1.360 -0.429
C: -0.416 -2.820 -6.337
H: 4.489 -5.262 2.122
H: 4.122 -2.188 -0.700
Br: -8.894 4.578 -2.196
H: -1.411 -3.134 3.061
C: -8.347 6.369 -1.764
Br: -0.821 -0.682 5.430
N: 2.666 0.904 2.630
Br: -3.069 1.096 -2.456
Br: 2.270 5.180 2.625
C: -2.046 4.116 -0.359
Br: 1.124 1.196 -2.571
O: 5.395 -1.613 0.818
Br: -3.198 5.587 0.117
H: 4.184 -0.446 -0.419
Br: -9.783 7.383 -0.986
C: 0.862 1.583 -4.434
H: -8.079 6.852 -2.692
C: 5.526 2.264 -1.004
H: 2.983 -4.283 3.969
Br: -0.112 -3.601 -4.611
H: 0.931 -2.965 -10.363
H: -2.605 3.472 -1.026
C: -3.721 5.149 -3.656
Br: -0.494 4.672 -1.336
C: 0.073 -2.964 -11.017
H: -1.297 -0.618 -2.572
Br: 0.641 -3.659 -12.715
Br: 4.626 1.548 -2.540
H: 6.037 3.164 -1.311
S: -1.343 -2.167 2.134
C: 1.307 -2.869 1.786
Br: -1.265 -0.097 -0.165
C: -2.090 -0.455 -1.855
Br: 1.596 7.561 4.618
Br: -6.785 6.376 -0.649
Br: -4.932 3.696 -3.283
H: -1.124 -3.445 -6.861
Br: 2.151 0.683 -5.533
C: 4.427 -4.200 2.342
O: 0.308 -4.264 0.067
C: 0.832 -4.247 1.408
H: 4.628 -4.715 4.375
Br: 6.852 1.051 -0.322
Br: -1.254 -4.090 -10.202
O: 0.918 -3.200 -1.675
Br: -4.616 6.839 -3.522
H: -0.637 -2.128 7.424
C: -1.456 -1.927 6.750
N: 1.327 -3.928 -0.865
C: 4.023 -4.029 3.789
H: 5.423 -3.801 2.169
Br: -2.840 4.922 -5.346
Br: -2.881 -1.177 7.799
C: 0.405 -1.873 2.119
S: 1.328 1.705 2.922
N: 0.243 0.543 2.733
H: 5.232 -1.398 2.813
Br: -8.106 -3.257 8.688
H: -2.955 5.137 -2.894
C: 2.727 -2.626 1.738
Br: -1.973 -3.619 5.988
Br: 4.259 2.750 0.362
H: 4.826 0.031 1.910
Br: -1.535 3.053 1.144
Br: -1.204 -1.074 -6.190
H: 5.550 -1.289 -1.184
C: 2.320 -0.365 2.349
C: 4.722 -1.053 1.917
H: -0.107 1.184 -4.697
C: -7.186 -1.611 8.322
H: 0.019 -4.578 2.034
C: 3.253 -1.378 1.999

Here are the Löwdin charges for atoms 1 to 8, given in e:
1 Br 0.586
2 H 0.123
3 Br 0.609
4 C -0.431
5 H -0.042
6 Br 0.576
7 Br 0.568
8 C -1.638

***

[5]
Molecular formula: C5H11NO
Method: DFT, ωB97M-V with the def2-TZVPD basis set

- LUMO level (spin up / spin down) (eV) = 3.73 / 3.71
- net charge = -1
- orbital gap (spin up / spin down) (eV) = 2.92 / 6.27
- spin multiplicity = 2
- energy above the lowest of the compared OMol25 structures with the same formula, charge and spin (eV) = 2.097

Atoms and positions in Å:
H: 1.309 -0.913 -0.140
H: -0.748 0.868 0.562
N: 0.252 0.809 0.480
H: 1.449 1.185 2.332
O: 1.680 2.042 1.921
C: -2.256 -2.524 -0.895
H: 0.205 2.859 0.785
C: -0.467 -0.785 -1.269
H: -1.227 -0.030 -1.541
H: 1.649 2.268 -0.079
H: -2.548 -3.553 -0.673
C: 0.902 2.026 0.689
H: -3.029 -1.910 -1.368
C: 0.687 -0.136 -0.580
C: -1.057 -1.901 -0.494
H: -0.454 -2.239 0.347
H: -0.072 -1.112 -2.266
H: 1.361 0.439 -1.222

Here are the Löwdin charges for atoms 1 to 8, given in e:
1 H 0.097
2 H 0.104
3 N -0.050
4 H 0.072
5 O -0.123
6 C -0.207
7 H 0.104
8 C -0.352

***

[6]
Molecular formula: C24H23CeF4N5O
Method: DFT, ωB97M-V with the def2-TZVPD basis set

- LUMO level (spin up / spin down) (eV) = -7.78 / -7.82
- net charge = +2
- orbital gap (spin up / spin down) (eV) = 6.23 / 6.19
- energy above the lowest of the compared OMol25 structures with the same formula, charge and spin (eV) = 0.085

Atoms and positions in Å:
C: 0.697 -2.476 -1.718
H: 3.996 3.327 -4.328
H: -0.367 -4.451 -0.531
H: 3.598 0.237 -0.540
C: 1.138 1.159 -1.472
C: -5.212 0.877 1.504
C: -3.217 1.611 -0.347
C: 2.667 2.231 -3.103
H: 1.516 -3.428 0.985
C: 4.881 1.220 -1.893
N: -1.041 1.147 -1.273
H: -1.044 3.823 -1.414
N: -3.010 0.528 0.516
C: 5.065 2.133 -2.932
F: 2.592 -2.853 2.835
H: 0.506 -1.602 -2.364
H: 0.341 -4.169 2.002
H: -2.868 3.927 -1.588
F: 0.052 1.580 4.567
H: 1.603 -2.228 -1.116
N: 0.029 1.565 -2.034
H: -1.530 -3.737 0.554
H: -1.643 -2.903 -2.606
H: -1.888 3.253 -2.914
C: -0.500 -3.636 0.121
N: -0.488 -2.510 -0.818
H: 6.088 2.454 -3.186
C: 2.531 -1.061 4.378
H: 0.822 -3.347 -2.360
C: 0.482 -3.419 1.253
H: -6.259 2.572 0.660
C: -1.734 -2.379 -1.639
C: -2.032 1.974 -1.209
H: 2.440 0.656 5.703
C: 0.758 -1.463 2.785
C: 2.018 0.121 4.819
H: -4.445 3.186 -0.903
H: -6.026 0.517 2.211
C: -4.348 2.353 -0.239
C: 0.785 0.481 4.272
C: -5.357 1.987 0.673
F: -1.092 -0.056 2.854
H: -2.043 -1.354 -1.728
C: 3.935 2.593 -3.551
C: 2.460 1.447 -1.999
H: -3.898 -0.770 1.927
Ce: -0.625 -0.452 0.525
C: 3.645 0.913 -1.365
H: 5.788 0.663 -1.507
F: 3.659 -1.535 4.884
H: -2.602 -2.851 -1.182
N: 0.080 -2.130 1.735
C: -4.019 0.183 1.343
O: 1.058 0.378 -0.412
C: -1.942 3.299 -1.780
C: 2.005 -1.774 3.317
C: 0.186 -0.376 3.342
H: 1.813 2.569 -3.712

Here are the Löwdin charges for atoms 1 to 8, given in e:
1 C -0.015
2 H 0.112
3 H 0.128
4 H 0.100
5 C -0.361
6 C -0.002
7 C -0.162
8 C -0.022

***

[7]
Molecular formula: C3H7O3
Method: DFT, ωB97M-V with the def2-TZVPD basis set

- LUMO level (eV) = 3.90
- net charge = -1
- orbital gap (eV) = 7.73
- energy above the lowest of the compared OMol25 structures with the same formula, charge and spin (eV) = 1.911

Atoms and positions in Å:
H: 2.113 -1.944 -0.085
H: -1.741 1.753 -0.925
C: -0.021 -2.141 0.422
C: -0.820 2.205 -0.570
H: 0.046 1.585 -1.052
C: 1.267 -1.348 -0.041
O: -1.029 -1.429 0.173
H: -0.944 1.017 1.092
H: 1.092 -1.003 -1.001
H: 1.544 -0.797 0.922
O: 0.200 -3.208 0.994
O: -0.945 1.987 0.801
H: -0.760 3.323 -0.730

Here are the Löwdin charges for atoms 1 to 8, given in e:
1 H 0.005
2 H 0.062
3 C -0.800
4 C -0.213
5 H 0.097
6 C -0.065
7 O -0.122
8 H 0.106

***

[8]
Molecular formula: C7H10O2Si
Method: DFT, ωB97M-V with the def2-TZVPD basis set

- LUMO level (eV) = -2.38
- orbital gap (eV) = 6.50
- energy above the lowest of the compared OMol25 structures with the same formula, charge and spin (eV) = 10.205

Atoms and positions in Å:
H: 2.308 0.865 -3.578
H: -3.573 0.066 0.322
H: 1.474 -1.116 -0.412
H: 2.076 1.807 1.921
H: 0.736 -2.693 -0.413
H: -2.864 -0.820 1.756
H: 1.034 -2.026 -2.050
C: 0.162 1.021 1.484
C: 1.673 1.260 -2.757
H: 1.701 1.444 0.188
C: -2.874 0.087 1.176
C: 0.769 -1.734 -0.961
C: 1.585 1.077 1.236
H: 1.857 0.025 1.474
O: -0.417 1.549 2.425
C: -0.676 -1.326 -0.765
Si: -1.137 0.148 0.393
H: -3.075 0.881 1.760
O: -1.649 -1.816 -1.337
C: 0.891 1.299 -1.862

Here are the Löwdin charges for atoms 1 to 8, given in e:
1 H 0.007
2 H 0.055
3 H 0.039
4 H 0.108
5 H 0.088
6 H 0.050
7 H 0.131
8 C -0.543